1.
Molecular formula: C22H50N3OP3Tl
Method: DFT, ωB97M-V/def2-TZVPD

Element x y z (Å)
Tl 0.389 -0.607 -0.252
P -1.969 2.033 -1.007
P 0.391 -1.447 -2.942
P 1.506 2.018 -0.540
H 0.719 -0.618 3.885
C 0.989 0.444 3.855
C 0.184 1.412 4.337
H -0.654 1.202 5.014
C -3.783 1.778 -0.833
C -2.024 2.738 -2.707
C -1.880 3.617 -0.063
C 1.669 -2.716 -2.758
C -0.980 -2.423 -3.641
C 1.048 -0.410 -4.312
C 1.743 3.019 0.970
C 1.632 3.234 -1.897
C 3.135 1.209 -0.667
H 1.986 0.639 3.466
H 0.461 2.463 4.219
H -4.057 1.704 0.228
H -4.059 0.842 -1.334
H -4.323 2.616 -1.295
H -2.242 1.924 -3.411
H -1.058 3.186 -2.966
H -2.822 3.489 -2.762
H -2.080 3.399 0.992
H -2.638 4.309 -0.443
H -0.887 4.066 -0.151
H 1.932 -3.263 -3.680
H 1.373 -3.445 -1.989
H 2.550 -2.174 -2.391
H -0.720 -3.017 -4.535
H -1.786 -1.714 -3.869
H -1.314 -3.095 -2.839
H 1.200 -0.939 -5.273
H 2.007 0.033 -3.993
H 0.335 0.417 -4.466
H 2.768 3.418 0.993
H 1.561 2.403 1.866
H 1.027 3.854 0.959
H 2.620 3.720 -1.864
H 0.841 3.992 -1.798
H 1.514 2.711 -2.859
H 3.926 1.972 -0.681
H 3.200 0.614 -1.590
H 3.291 0.540 0.191
C 5.590 -1.673 -0.689
C 6.364 -2.850 -0.778
C 7.372 -3.022 0.165
C 7.610 -2.052 1.146
C 6.915 -0.844 1.132
C 5.948 -0.612 0.156
O 4.381 -1.588 -1.345
H 4.221 -2.464 -1.767
H 6.117 -3.582 -1.549
H 7.967 -3.937 0.125
H 8.358 -2.240 1.922
H 7.112 -0.061 1.873
H 5.418 0.332 0.062
C -3.988 0.853 3.498
N -4.502 -0.281 2.736
C -5.877 -0.087 2.270
C -3.619 -0.986 1.893
N -2.419 -0.599 1.539
N -4.090 -2.194 1.441
C -5.049 -2.967 2.223
C -3.181 -2.950 0.624
H -3.773 1.754 2.893
H -4.755 1.082 4.243
H -3.066 0.570 4.020
H -6.208 -0.990 1.762
H -6.542 0.095 3.133
H -6.008 0.782 1.595
H -2.220 0.315 1.969
H -5.954 -3.230 1.643
H -4.619 -3.935 2.551
H -5.337 -2.378 3.099
H -3.016 -2.416 -0.308
H -2.212 -3.074 1.118
H -3.658 -3.919 0.439

Output
Net charge: +3
LUMO level (spin up / spin down): -11.5539 / -11.1322 eV
Total energy: -62674.4401 eV

Mulliken population analysis, charges in e, atoms 1 to 5: number 1, Tl, carries 0.533; number 2, P, carries 0.765; number 3, P, carries 0.544; number 4, P, carries 0.652; number 5, H, carries 0.237

2.
Molecular formula: C4H8O2
Method: DFT, ωB97M-V/def2-TZVPD

Element x y z (Å)
C -1.944 -0.029 0.442
C -0.641 0.340 -0.255
O -0.677 0.840 -1.365
C 0.755 0.138 0.378
C 1.524 -0.759 -0.577
O 1.356 1.408 0.539
H -2.238 -1.043 0.143
H -2.690 0.669 0.062
H -1.981 -0.008 1.538
H 0.704 -0.340 1.370
H 0.977 -1.704 -0.556
H 2.573 -0.949 -0.321
H 1.470 -0.337 -1.583
H 0.789 2.055 0.102

Output
LUMO level: 0.8644 eV
Structure (SMILES): CC(=O)[C@@H](C)O
Total energy: -8372.1852 eV

natural (NBO) population analysis, charges in e, atoms 1 to 5: number 1, C, carries -0.729; number 2, C, carries 0.574; number 3, O, carries -0.546; number 4, C, carries 0.008; number 5, C, carries -0.624

Among the records above, which one has the lowest total energy? C22H50N3OP3Tl